85
Properties=species:S:1:pos:R:3:forces:R:3 method="wB97M-V/def2-TZVPD" homo_ha="-0.531 / -0.531" homo_lumo_gap_ev="5.96 / 5.49" multiplicity=7 e_lumo_ev="-8.50 / -8.97" charge=+2
H -1.8046 -8.1915 3.0507 -0.4847 0.1878 -0.1329
C 0.1913 -1.7619 1.3223 -0.8014 0.9406 0.9323
H -0.8436 2.7902 -2.0081 0.1140 -0.1511 0.2138
C 0.0412 4.5180 -3.0235 1.4927 1.4363 0.4828
C -0.3632 -4.9735 2.8139 0.3357 -0.4746 1.2137
C -0.0325 -0.2929 0.9226 -0.3038 -0.3421 -0.7879
H -0.3091 5.5501 -3.0275 0.4065 0.3480 0.2229
N 3.3082 -4.6549 3.4075 0.2773 3.1435 0.7598
C -4.4730 3.9921 -0.6486 2.9836 -2.0506 0.4347
N -1.3692 1.3546 -7.9854 0.9527 -0.2143 -1.3851
H 1.8658 5.1707 -2.0241 0.3224 -0.5196 0.1863
H 2.0622 -1.0754 3.2405 0.6240 0.4458 -0.3735
C -4.1672 1.4580 -1.0997 -0.0943 2.9258 0.9058
H 3.0897 1.3753 -0.6377 0.5292 -0.3218 -1.0131
Mn -3.0539 -0.5213 1.0531 1.9279 1.6788 -1.6101
C 1.6031 4.4611 -2.8086 -1.8172 0.2788 -1.0401
O -2.5887 2.7499 0.3156 -1.9669 0.3063 -0.9835
C 0.1266 -7.9683 2.5358 0.5542 0.4225 0.2692
C -6.0597 2.5451 -2.0018 -5.7057 3.6570 -1.4672
C -0.1318 -0.2165 -0.6079 0.9211 0.1878 0.9880
H -1.5013 -7.3861 1.4912 -0.4151 0.1321 0.0277
C -2.7047 1.7447 -5.7691 0.3132 0.8999 1.2727
H 5.7334 0.3336 1.9377 0.0654 -1.0380 -0.2995
H -0.3947 -4.6415 1.7762 -0.0842 -0.3379 -0.0274
O -1.1928 0.3766 1.4601 -1.8377 -0.6269 1.0869
C 6.0772 0.8284 1.0293 0.7572 -0.7342 0.3674
C 2.5224 -1.2539 4.2123 -1.7529 0.1195 -0.0905
H -2.3823 -5.6962 3.0163 -0.2020 -0.1681 0.5755
H -3.0405 -0.1942 -4.8773 -0.8071 0.1585 -0.5621
H 1.9850 -1.8844 5.9925 -0.7009 -0.3614 0.8280
H -0.8978 1.0443 -3.5250 0.9611 0.3634 0.0329
C -2.5695 0.7516 -4.6094 -1.0658 -2.4279 -1.0052
H 1.8455 3.4091 -2.6581 0.4907 0.1894 0.3958
H -5.6127 0.5190 -2.2919 -0.3175 0.0848 -0.1521
H 1.2656 -1.9458 1.3263 -0.1515 -0.4205 -0.2600
C -1.2306 -7.4140 2.5467 0.5162 -0.5012 -0.2919
H -0.1746 -1.9229 2.3364 0.2073 -0.0185 0.2723
H 0.8356 0.2699 1.2659 0.1213 0.1372 0.0559
C -0.7190 3.8625 -1.8572 -0.2645 -0.1197 -0.5528
H 0.5219 -1.2306 5.3112 0.0967 0.1589 -0.5137
H -1.2160 -6.2806 4.3146 -0.4324 0.4207 0.0931
H -0.5167 0.2368 -5.0337 -0.0599 -0.4319 0.0800
H 5.6378 1.2004 -1.0052 -0.3498 0.1725 0.0319
C -3.6046 2.8056 -0.4736 -0.8547 -0.7778 0.5578
H -0.3623 -2.4650 0.7000 0.2112 -0.0390 -0.3522
C 5.2149 0.6435 -0.1691 -0.9593 -0.9258 -0.5600
H 4.2797 -2.3224 5.0109 0.3982 0.9540 0.0667
N 0.4235 4.2633 0.4850 -0.6329 -0.4278 0.6867
C 6.2391 2.1207 1.5307 0.4715 6.7200 2.3110
N 6.3711 3.1945 2.0133 -0.5490 -3.6536 -1.6811
H -1.7145 4.3063 -1.8677 -0.1284 -0.1339 0.3819
N 1.2065 -8.3613 2.5376 -0.2169 0.0049 -0.0318
H -1.1677 -0.3246 -0.9293 0.0266 -0.1617 -0.1841
H -3.7749 1.9507 -5.7499 -0.0707 -0.1739 -1.3518
H -0.3968 -4.1015 3.4670 -0.7827 0.3271 -0.0331
C -5.3162 1.4764 -1.8894 5.4353 -4.5885 1.2981
C -0.1087 4.0814 -0.5195 -0.0741 0.0337 -1.2214
H -1.1853 -0.5893 -3.5359 -0.3514 -0.4837 -0.6639
C -1.9772 1.5194 -7.0425 -1.9063 -0.1972 2.2835
H -2.3235 2.7013 -5.4115 0.3273 0.2478 0.0393
H 0.5074 -1.0261 -0.9602 -0.1411 0.2438 -0.6737
C 1.4009 -1.8299 5.0738 1.6069 -0.7826 1.3984
O -3.6112 0.3997 -0.7175 1.0671 -2.3410 1.6615
H 1.1573 -2.8703 4.8586 -0.2631 0.1412 -0.3441
H 2.0743 4.7932 -3.7337 0.1376 -0.0557 0.1264
O -7.1803 2.3525 -2.5207 0.9530 1.5739 0.5688
H 4.3272 -1.6411 3.2781 0.7234 -0.3390 0.3865
H 2.7953 -0.3295 4.7214 0.2524 0.2534 -0.5474
H -0.2127 4.2672 -4.0534 -0.3355 -1.1516 0.3762
H 3.4449 1.4415 0.9119 0.5304 -0.2165 0.7685
C 3.4744 -3.5249 3.6866 -0.5520 -2.7345 -1.2644
Ba -1.3003 2.9932 2.5554 0.6001 -0.5111 -1.4225
H 0.6416 -5.2851 3.0993 0.2368 -0.4765 -0.6999
O -6.4880 4.8814 -1.1292 2.3407 -3.8656 -1.2415
H -3.1486 1.0585 -3.7384 0.0252 0.5404 -0.0895
C -5.6594 3.8473 -1.3212 -3.8844 4.1930 0.5642
C 3.7607 -2.1267 4.0726 -0.6955 -0.8851 -0.2723
H 7.0864 0.5453 0.7303 0.0831 -0.6451 0.3773
C -1.3851 -6.0627 3.2601 0.9571 0.3780 -0.9584
C 3.6961 0.8034 0.0646 -0.4358 0.7466 0.2699
C -1.2310 0.2654 -4.2108 1.6842 1.7346 1.3488
H 0.2523 0.7560 -0.9159 -0.1350 -0.0797 -0.4426
H -4.1742 4.9172 -0.1781 -0.2502 0.1630 -0.0458
H 3.1890 -0.1514 0.2039 0.1298 -0.0934 0.0465
H 5.4170 -0.4082 -0.3722 -0.3341 -0.0513 -0.6175